(1)
# C15H21BrN4S3

A structure of composition C15H21BrN4S3 (the ωB97M-V functional and the def2-TZVPD basis, the OMol25 dataset).

Structure (ORCA input):
```
! RIJCOSX wB97M-V def2-TZVPD def2/J DEFGRID3
* xyz 0 1
C 4.48 -2.85 0.86
C 5.00 -1.61 -0.02
N 4.39 -0.33 0.38
C 5.20 0.85 0.00
C 5.70 0.88 -1.51
C 3.00 -0.21 -0.02
S 2.49 -0.30 -1.60
S 1.76 0.01 1.29
C 0.44 1.17 0.70
C -0.84 1.03 1.62
C -2.06 1.93 1.09
C -3.14 1.04 0.38
C -3.87 -0.09 1.10
Br -3.51 -0.46 2.99
C -4.86 -0.97 0.45
C -5.53 -2.15 1.25
C -5.25 -0.76 -1.00
N -6.17 -1.47 -1.75
S -6.10 -0.68 -3.24
N -4.96 0.49 -2.96
C -4.50 0.40 -1.66
C -3.47 1.29 -1.04
N -2.79 2.39 -1.69
H 4.30 -3.74 0.18
H 5.26 -3.14 1.62
H 3.49 -2.59 1.32
H 6.10 -1.54 0.17
H 4.84 -1.86 -1.11
H 4.67 1.82 0.20
H 6.14 0.86 0.64
H 5.29 0.06 -2.16
H 5.41 1.85 -2.02
H 6.82 0.82 -1.54
H 0.86 2.22 0.75
H 0.14 0.95 -0.36
H -0.58 1.36 2.67
H -1.15 -0.05 1.62
H -2.49 2.54 1.94
H -1.59 2.68 0.38
H -6.07 -2.86 0.56
H -6.28 -1.69 1.97
H -4.76 -2.76 1.80
H -2.52 2.18 -2.65
H -3.29 3.27 -1.60
*
```

As for the HOMO energy: -8.4 eV. The value obtained for the LUMO energy is -0.98 eV. The HOMO-LUMO gap is 7.4 eV.

Atom charges from the natural (NBO) analysis, given in e for atoms 1 to 2:
1. C -0.6256
2. C -0.2187

***

(2)
# C18H17N5O2S4Zr

A structure of composition C18H17N5O2S4Zr (the ωB97M-V functional and the def2-TZVPD basis, the OMol25 dataset).

Structure (ORCA input):
```
! RIJCOSX wB97M-V def2-TZVPD def2/J DEFGRID3
* xyz 2 1
Zr 0.18 -1.05 -0.17
C 4.37 -2.01 3.09
S 3.23 -0.70 3.55
C 1.86 -0.93 2.53
S 1.91 -2.13 1.23
N 0.83 -0.20 2.81
N -0.20 -0.42 1.94
C -1.40 -0.33 2.35
C -2.48 -0.71 1.42
C -3.80 -0.50 1.74
C -4.79 -0.87 0.82
C -4.40 -1.45 -0.38
C -3.06 -1.64 -0.63
N -2.11 -1.30 0.25
H 5.22 -1.90 3.75
H 4.71 -1.90 2.06
H 3.93 -2.99 3.25
H -1.63 -0.02 3.37
H -4.07 -0.05 2.68
H -5.83 -0.71 1.05
H -5.13 -1.75 -1.13
H -2.73 -2.09 -1.56
O -2.74 2.05 -0.44
C -2.80 1.75 -1.75
C -3.96 2.08 -2.42
C -4.11 1.80 -3.76
C -3.08 1.16 -4.48
C -1.93 0.81 -3.83
C -1.77 1.08 -2.45
C -0.57 0.63 -1.79
O -0.32 0.93 -0.53
N 0.20 -0.33 -2.37
N 1.46 -0.53 -1.71
C 2.54 -0.49 -2.45
S 2.48 -0.12 -4.12
C 4.29 -0.01 -4.30
C 4.92 -0.98 -3.34
S 4.07 -0.83 -1.74
H -1.83 1.95 -0.11
H -4.74 2.59 -1.86
H -5.02 2.08 -4.27
H -3.20 0.97 -5.53
H -1.12 0.32 -4.35
H 4.56 1.03 -4.10
H 4.53 -0.25 -5.33
H 5.97 -0.75 -3.17
H 4.83 -2.01 -3.67
*
```

As for the HOMO energy: -14.2 eV. The value obtained for the energy above the lowest of the compared OMol25 structures with the same formula, charge and spin is 54.0 kJ/mol. The value obtained for the LUMO energy is -7.56 eV. The HOMO-LUMO gap is 6.6 eV.

Atom charges from the natural (NBO) analysis, given in e for atoms 1 to 2:
1. Zr 2.1626
2. C -0.7611

***

(3)
# C32H54AsBBr2CsN7O3Si3

A structure of composition C32H54AsBBr2CsN7O3Si3 (the ωB97M-V functional and the def2-TZVPD basis, the OMol25 dataset).

Structure (ORCA input):
```
! RIJCOSX wB97M-V def2-TZVPD def2/J DEFGRID3
* xyz -2 1
Cs 1.06 -0.04 1.90
Br 5.66 2.58 2.91
C 5.73 1.29 1.51
C 6.95 1.07 0.88
C 7.04 0.15 -0.14
Br 8.75 -0.12 -0.96
C 5.91 -0.59 -0.56
C 5.93 -1.55 -1.59
C 4.79 -2.24 -1.90
C 3.61 -1.95 -1.19
N 3.56 -1.05 -0.24
C 4.66 -0.36 0.10
C 4.52 0.61 1.19
O 3.44 0.81 1.78
H 7.82 1.62 1.19
H 6.86 -1.73 -2.12
H 4.79 -3.00 -2.67
H 2.69 -2.47 -1.41
B -2.79 1.73 2.62
N -1.59 2.25 3.48
C -1.56 2.32 4.82
C -0.31 2.80 5.20
C 0.35 2.99 3.98
N -0.43 2.66 2.96
N -2.78 2.49 1.27
C -3.06 3.80 1.12
C -2.91 4.13 -0.21
C -2.51 2.92 -0.81
N -2.43 1.95 0.09
H -3.81 2.01 3.21
H -2.69 0.54 2.42
H -2.41 2.03 5.42
H 0.05 2.98 6.20
H 1.35 3.36 3.81
H -3.36 4.41 1.96
H -3.04 5.09 -0.68
H -2.30 2.73 -1.85
C 2.42 2.98 -1.80
C 2.74 4.35 -2.45
N 2.51 5.43 -1.48
C 1.12 5.34 -1.00
C 0.90 3.99 -0.26
N 2.11 3.17 -0.39
C 3.22 3.84 0.28
C 3.42 5.25 -0.35
H 3.27 2.29 -1.87
H 1.56 2.51 -2.27
H 2.10 4.54 -3.32
H 3.78 4.41 -2.77
H 0.46 5.43 -1.87
H 0.94 6.19 -0.35
H 0.07 3.43 -0.68
H 0.69 4.13 0.80
H 4.11 3.23 0.16
H 2.99 3.90 1.34
H 4.44 5.39 -0.71
H 3.20 6.04 0.38
C -4.88 -0.17 -0.48
Si -3.76 -1.11 -1.69
C -4.95 -2.22 -2.71
C -3.12 0.10 -3.03
As -1.83 -1.75 -0.47
Si -0.83 -3.03 -2.17
C -1.89 -4.02 -3.43
C 0.12 -1.82 -3.30
C 0.45 -4.26 -1.50
Si -2.68 -3.50 0.84
C -4.33 -4.12 0.06
C -3.22 -2.82 2.52
C -1.77 -5.17 0.93
H -5.31 0.73 -0.93
H -4.29 0.14 0.38
H -5.71 -0.79 -0.12
H -5.61 -1.59 -3.32
H -5.58 -2.84 -2.07
H -4.41 -2.88 -3.39
H -3.78 0.96 -3.14
H -3.02 -0.38 -4.01
H -2.13 0.47 -2.74
H -2.39 -3.34 -4.12
H -2.67 -4.62 -2.93
H -1.27 -4.71 -4.01
H -0.58 -1.26 -3.92
H 0.83 -2.33 -3.95
H 0.67 -1.10 -2.68
H 0.04 -5.27 -1.41
H 0.76 -3.94 -0.50
H 1.34 -4.32 -2.13
H -5.11 -3.35 0.15
H -4.69 -5.02 0.56
H -4.19 -4.34 -1.00
H -4.10 -2.18 2.39
H -2.44 -2.20 2.96
H -3.48 -3.61 3.22
H -1.98 -5.75 0.02
H -2.11 -5.76 1.78
H -0.70 -5.03 1.02
C 0.20 -4.00 3.63
C 0.08 -2.64 2.92
O 0.22 -1.62 3.61
O -0.15 -2.66 1.68
H -0.80 -4.34 3.91
H 0.80 -3.89 4.53
H 0.64 -4.74 2.96
*
```

As for the HOMO energy: -2.6 eV. The value obtained for the energy above the lowest of the compared OMol25 structures with the same formula, charge and spin is 108.5 kJ/mol. The value obtained for the LUMO energy is 3.63 eV. The HOMO-LUMO gap is 6.2 eV.

Atom charges from the Mulliken analysis, given in e for atoms 1 to 2:
1. Cs 1.3355
2. Br -0.2254

***

(4)
# C2H4LaLiO

A structure of composition C2H4LaLiO (the ωB97M-V functional and the def2-TZVPD basis, the OMol25 dataset).

Structure (ORCA input):
```
! RIJCOSX wB97M-V def2-TZVPD def2/J DEFGRID3
* xyz 2 1
C 0.13 -0.37 0.16
H -0.37 -1.19 0.69
C 1.47 -0.42 -0.02
H 2.08 -1.16 0.50
H 1.94 0.10 -0.87
O -0.62 0.66 -0.26
Li -2.45 0.79 -0.56
La 0.93 2.33 0.27
H -3.11 -0.74 0.10
*
```

As for the HOMO energy (spin up / spin down): -17.7 / -14.6 eV. The value obtained for the LUMO energy (spin up / spin down) is -8.72 / -8.75 eV. The HOMO-LUMO gap (spin up / spin down) is 8.9 / 5.9 eV.

Atom charges from the natural (NBO) analysis, given in e for atoms 1 to 2:
1. C 0.1560
2. H 0.2215

***

(5)
# C8H5Cl4NO

The molecule C8H5Cl4NO (the ωB97M-V functional and the def2-TZVPD basis, the OMol25 dataset).

Structure (ORCA input):
```
! RIJCOSX wB97M-V def2-TZVPD def2/J DEFGRID3
* xyz 0 1
C 1.33 -2.04 -0.16
C 0.48 0.09 -0.02
C -0.62 -0.90 0.14
C 1.62 -0.74 -0.21
C 0.26 1.45 0.18
C -1.89 -0.65 -0.19
C -1.07 2.14 0.49
C -2.21 1.73 -0.31
N -0.01 -2.20 0.19
O 2.85 -0.22 -0.48
Cl 1.61 2.45 -0.02
Cl -3.28 -1.56 -0.02
Cl -1.48 1.75 2.27
Cl -2.26 1.86 -1.99
H 2.16 -2.87 -0.36
H -1.12 3.31 0.45
H -3.09 1.75 0.37
H -0.53 -3.05 -0.06
H 3.19 0.15 0.28
*
```

As for the HOMO energy: -7.4 eV. The value obtained for the LUMO energy is -0.55 eV. The HOMO-LUMO gap is 6.8 eV.

Atom charges from the natural (NBO) analysis, given in e for atoms 1 to 2:
1. C -0.0067
2. C -0.0706

***

(6)
# C61H53BrCdF4N5O4P2S2Sb

A structure of composition C61H53BrCdF4N5O4P2S2Sb (the ωB97M-V functional and the def2-TZVPD basis, the OMol25 dataset).

Structure (ORCA input):
```
! RIJCOSX wB97M-V def2-TZVPD def2/J DEFGRID3
* xyz 2 1
Cd -0.13 0.33 -0.46
F -3.20 -2.24 6.18
C -2.86 -2.16 4.91
C -3.65 -2.76 3.94
F -4.74 -3.43 4.28
C -3.30 -2.66 2.60
F -4.05 -3.32 1.72
C -2.19 -1.93 2.18
P -1.72 -1.76 0.40
C -3.27 -1.76 -0.53
C -4.43 -1.16 -0.03
C -5.58 -1.13 -0.81
C -5.56 -1.64 -2.10
C -4.40 -2.19 -2.61
C -3.26 -2.26 -1.83
C -1.03 -3.44 0.17
C 0.33 -3.61 0.45
C 0.91 -4.87 0.38
C 0.13 -5.96 0.02
C -1.22 -5.80 -0.26
C -1.81 -4.54 -0.18
C -1.38 -1.38 3.18
Br 0.25 -0.51 2.79
C -1.71 -1.50 4.52
F -0.93 -0.96 5.45
H -4.45 -0.72 0.96
H -6.47 -0.69 -0.40
H -6.46 -1.60 -2.70
H -4.38 -2.58 -3.62
H -2.36 -2.72 -2.21
H 0.92 -2.76 0.76
H 1.96 -5.00 0.61
H 0.58 -6.94 -0.03
H -1.82 -6.66 -0.54
H -2.86 -4.43 -0.38
N 0.61 -0.29 -3.70
P 0.65 -1.41 -2.41
C 2.39 -1.92 -2.27
C 3.10 -2.37 -3.38
C 4.40 -2.83 -3.23
C 4.97 -2.90 -1.97
C 4.26 -2.48 -0.86
C 2.98 -1.97 -1.01
C -0.05 -2.86 -3.27
C -1.09 -2.68 -4.18
C -1.66 -3.78 -4.82
C -1.20 -5.06 -4.53
C -0.17 -5.24 -3.62
C 0.41 -4.14 -2.99
C 0.28 1.05 -3.62
C 0.29 1.84 -4.78
C 0.04 3.19 -4.67
C -0.22 3.73 -3.41
C -0.25 2.88 -2.33
N -0.01 1.56 -2.43
H 0.77 -0.64 -4.63
H 2.63 -2.38 -4.36
H 4.96 -3.16 -4.10
H 5.97 -3.31 -1.85
H 4.70 -2.56 0.13
H 2.42 -1.62 -0.14
H -1.46 -1.69 -4.40
H -2.45 -3.63 -5.53
H -1.65 -5.92 -5.01
H 0.19 -6.23 -3.40
H 1.22 -4.30 -2.29
H 0.48 1.39 -5.74
H 0.06 3.82 -5.54
H -0.40 4.79 -3.28
H -0.44 3.26 -1.33
S 1.75 1.78 0.50
Sb 4.06 1.69 0.33
C 5.02 1.51 -1.57
C 6.41 1.45 -1.64
C 7.02 1.36 -2.89
C 6.25 1.36 -4.04
C 4.87 1.44 -3.96
C 4.25 1.51 -2.72
C 4.45 3.67 1.03
C 5.15 4.57 0.23
C 5.29 5.88 0.66
C 4.74 6.27 1.87
C 4.05 5.36 2.67
C 3.90 4.05 2.24
C 4.74 0.18 1.67
C 5.95 -0.46 1.45
C 6.42 -1.38 2.37
C 5.68 -1.65 3.52
C 4.46 -1.01 3.73
C 3.99 -0.09 2.80
H 7.02 1.50 -0.75
H 8.10 1.31 -2.95
H 6.73 1.32 -5.01
H 4.27 1.46 -4.87
H 3.17 1.57 -2.65
H 5.57 4.26 -0.72
H 5.83 6.59 0.05
H 4.85 7.30 2.20
H 3.63 5.68 3.61
H 3.36 3.34 2.85
H 6.53 -0.25 0.56
H 7.36 -1.89 2.20
H 6.05 -2.35 4.25
H 3.89 -1.22 4.62
H 3.04 0.40 2.97
C -6.74 2.53 5.87
C -6.57 1.61 4.67
S -6.20 2.55 3.18
O -6.01 1.61 2.11
O -7.15 3.61 3.00
C -4.57 3.30 3.48
C -3.99 3.95 2.21
N -3.43 3.05 1.19
C -2.25 2.41 1.31
N -1.99 1.67 0.24
C -3.06 1.80 -0.60
C -3.96 2.66 -0.03
N -5.19 3.10 -0.63
O -5.69 4.13 -0.23
O -5.59 2.43 -1.56
C -1.34 2.56 2.47
H -7.15 1.98 6.71
H -7.43 3.34 5.62
H -5.79 2.97 6.18
H -7.49 1.08 4.43
H -5.76 0.90 4.78
H -3.92 2.53 3.90
H -4.76 4.09 4.22
H -3.19 4.62 2.51
H -4.77 4.54 1.74
H -3.13 1.32 -1.56
H -1.36 3.57 2.87
H -0.32 2.32 2.16
H -1.62 1.88 3.28
*
```

As for the HOMO energy: -12.9 eV. The value obtained for the energy above the lowest of the compared OMol25 structures with the same formula, charge and spin is 22.0 kJ/mol. The value obtained for the LUMO energy is -4.35 eV. The HOMO-LUMO gap is 8.5 eV.

Atom charges from the Mulliken analysis, given in e for atoms 1 to 2:
1. Cd 2.8501
2. F -0.2910

***

(7)
# H32O16

A cluster of 16 separate species, H32O16 in total (the ωB97M-V functional and the def2-TZVPD basis, the OMol25 dataset).

Structure (ORCA input):
```
! RIJCOSX wB97M-V def2-TZVPD def2/J DEFGRID3
* xyz 0 1
O 3.21 0.41 -0.58
H 2.28 0.67 -0.81
H 3.83 1.04 -0.91
O -2.82 -2.44 0.59
H -2.42 -2.78 1.37
H -2.78 -1.49 0.61
O 2.79 -1.88 2.01
H 2.22 -1.39 2.67
H 2.12 -2.23 1.41
O -0.55 -1.97 2.40
H -0.83 -1.23 2.95
H -0.92 -2.75 2.88
O -1.51 1.54 -2.54
H -0.74 1.69 -2.03
H -2.02 2.36 -2.64
O -0.31 3.74 -0.56
H 0.50 3.24 -0.72
H -0.21 4.63 -0.87
O 0.22 -1.02 -2.53
H 0.72 -1.51 -3.15
H -0.34 -0.44 -3.07
O -0.35 0.10 0.29
H 0.23 -0.62 0.12
H 0.24 0.89 0.20
O -1.85 2.39 1.65
H -1.33 2.70 0.90
H -1.64 2.95 2.40
O 0.88 -2.36 0.09
H 0.25 -2.72 -0.55
H 0.27 -2.21 0.83
O 1.03 1.57 -1.84
H 0.74 0.84 -2.38
H 1.51 2.14 -2.48
O 1.65 2.22 1.04
H 2.50 1.80 1.16
H 1.36 2.40 1.95
O -1.45 0.41 3.67
H -2.13 0.94 4.10
H -1.28 1.01 2.92
O -3.05 0.23 0.12
H -2.10 0.09 0.33
H -3.13 0.10 -0.84
O -1.23 -3.01 -1.77
H -1.89 -2.88 -1.09
H -0.91 -2.11 -1.94
O 3.07 -2.07 -1.95
H 2.59 -1.71 -1.23
H 3.54 -1.28 -2.24
*
```

As for the HOMO energy: -10.3 eV. The value obtained for the energy above the lowest of the compared OMol25 structures with the same formula, charge and spin is 424.3 kJ/mol. The value obtained for the LUMO energy is -0.46 eV. The HOMO-LUMO gap is 9.9 eV.

Atom charges from the natural (NBO) analysis, given in e for atoms 1 to 2:
1. O -0.9807
2. H 0.4973

***

(8)
# C19H37BN3O8

A cluster of 2 separate species, C19H37BN3O8 in total (the ωB97M-V functional and the def2-TZVPD basis, the OMol25 dataset).

Structure (ORCA input):
```
! RIJCOSX wB97M-V def2-TZVPD def2/J DEFGRID3
* xyz -1 1
C 4.41 0.16 2.33
N 3.01 -0.37 2.34
C 2.68 -0.60 0.89
C 1.11 -0.85 0.64
B 0.99 -2.20 -0.31
O 1.64 -3.46 0.08
O 0.23 -2.22 -1.52
C -0.28 -3.54 -1.84
N 0.36 -1.33 1.88
C -1.14 -1.30 1.65
C -1.23 -0.22 0.45
C 0.20 0.42 0.16
C 0.56 1.64 1.16
C -0.68 2.59 1.51
C -1.56 3.06 0.26
C -3.11 3.13 0.78
C -4.07 2.46 -0.34
O -5.39 2.26 0.30
C -5.61 0.88 0.54
C -6.11 -0.11 -0.64
O -5.47 0.35 1.67
C 0.65 0.94 -1.27
C -0.33 0.71 -2.49
O -1.57 0.62 -2.49
N 0.32 0.65 -3.85
C 1.42 1.65 -3.96
C 0.74 -0.73 -4.19
H 5.09 -0.67 1.92
H 4.50 1.11 1.67
H 4.76 0.49 3.37
H 2.94 -1.24 2.88
H 3.10 0.23 0.21
H 3.27 -1.55 0.58
H 0.92 -3.91 0.60
H 0.52 -4.30 -2.14
H -0.92 -4.00 -1.01
H -0.97 -3.43 -2.76
H 0.51 -2.34 2.13
H 0.52 -0.83 2.77
H -1.55 -2.29 1.24
H -1.61 -0.98 2.65
H -2.12 0.45 0.70
H -1.64 -0.85 -0.42
H 0.90 1.17 2.15
H 1.48 2.25 0.81
H -0.22 3.55 1.97
H -1.26 2.10 2.36
H -1.25 4.08 -0.17
H -1.58 2.34 -0.62
H -3.43 4.19 1.04
H -3.27 2.49 1.72
H -3.69 1.41 -0.60
H -4.18 3.11 -1.27
H -6.64 -1.03 -0.20
H -5.18 -0.45 -1.20
H -6.83 0.51 -1.26
H 0.91 2.07 -1.26
H 1.65 0.43 -1.53
H 1.72 1.83 -5.06
H 1.11 2.67 -3.55
H 2.36 1.23 -3.44
H -0.16 -1.41 -3.98
H 0.94 -0.85 -5.32
H 1.61 -1.13 -3.56
C 6.49 -2.79 3.73
O 6.85 -3.68 4.54
O 7.27 -2.20 2.92
O 5.29 -2.37 3.61
*
```

As for the HOMO energy: -0.9 eV. The value obtained for the LUMO energy is 1.14 eV. The HOMO-LUMO gap is 2.1 eV.

Atom charges from the natural (NBO) analysis, given in e for atoms 1 to 2:
1. C -0.4310
2. N -0.6898